1.
71
Properties=species:S:1:pos:R:3 method="wB97M-V/def2-TZVPD" homo_lumo_gap_ev="7.8 / 6.6" homo_ev="-9.9 / -10.6" relative_energy_kj_mol=0.0 total_charge=+1 multiplicity=3 e_tot_ev=-91207.8691
Ni -0.2448 -0.1890 -0.6383
P 0.3970 -2.1641 -0.0876
P -1.4274 1.3987 -1.4793
O -3.3352 -3.8563 2.2274
O -4.6391 -2.5279 -1.1421
N -0.1878 -0.9862 -2.5107
N 1.1407 0.8350 0.3034
C -0.8111 -0.3485 -3.5361
C 0.5266 -1.5238 -5.1354
C 1.4005 1.7095 2.6397
C -0.4662 1.4198 4.1514
C 1.4231 -2.5595 -1.5877
C 2.6097 1.0168 -1.6064
C 2.4717 1.3476 -0.1261
C -0.6950 -3.6098 -0.0968
C 0.8116 1.9337 3.8858
C -1.8423 0.6652 -3.1398
C 1.1471 -2.1965 -4.0916
C -0.6108 0.5642 1.9019
C 0.7694 -1.9110 -2.7810
C -0.5597 2.9545 -1.9234
C -0.4868 -0.6092 -4.8638
C -2.5246 0.0815 3.4565
C 2.5449 2.8530 0.0315
C 0.7032 1.0513 1.5903
C 3.5628 0.6342 0.6629
C 1.5151 2.7356 4.9524
C 1.4552 -2.3882 1.3672
C -1.1783 0.7017 3.1744
C -3.0263 2.0870 -0.9625
H 1.8556 3.3344 -0.6667
H -3.5129 -4.5763 2.8642
H -2.8564 -0.4634 2.5639
H -2.9159 2.5540 0.0204
H 1.9935 -3.3372 1.2803
H -3.2854 0.8346 3.7085
H -1.9148 1.4466 -3.9030
H -0.3376 3.4998 -1.0001
H -2.4636 -0.6252 4.2963
H -1.0019 -0.0387 -5.6343
H -0.0681 -4.5054 -0.1636
H 4.5371 1.0702 0.4256
H 0.9138 3.6106 5.2517
H -1.2543 3.5545 -2.5238
H -2.5724 -3.3825 2.6322
H 3.5646 3.2014 -0.1902
H 3.5905 -0.4334 0.4184
H 2.1692 -1.5649 1.4686
H -3.3400 2.8601 -1.6731
H 0.8149 -2.4118 2.2573
H -3.8022 1.3180 -0.9110
H 1.7450 1.3642 -2.1772
H 2.4752 3.0875 4.5610
H 3.5137 1.4580 -2.0288
H 2.4116 2.0775 2.4973
H 2.4749 -2.2207 -1.4812
H 0.3669 2.8096 -2.4911
H 0.8127 -1.7211 -6.1560
H -1.3702 -3.5917 -0.9583
H 1.4293 -3.6511 -1.7131
H 3.4138 0.7601 1.7337
H -0.9307 1.5766 5.1349
H 1.6868 2.1305 5.8580
H -2.8404 0.1694 -3.0647
H -1.2987 -3.6654 0.8135
H 2.2878 3.1529 1.0434
H -5.3879 -2.9788 -1.5896
H 1.9026 -2.9631 -4.2360
H -1.1983 0.0544 1.0657
H 2.6759 -0.0632 -1.7543
H -4.7267 -2.8504 -0.2150


2.
78
Properties=species:S:1:pos:R:3 method="wB97M-V/def2-TZVPD" homo_lumo_gap_ev=5.7 homo_ev=-3.3 relative_energy_kj_mol=49.5 total_charge=-1 multiplicity=1 e_tot_ev=-97485.2784
Cd 0.1090 2.6225 0.0576
Cl -2.3586 2.7525 0.5890
Cl -0.3709 1.1870 -1.8814
Cl 1.8054 4.1750 -0.7678
S 0.8632 0.1122 0.6031
Si -0.5545 2.2992 -3.7940
O 0.2413 3.7608 2.2426
O -0.4844 -1.1613 -3.2226
O 4.0996 -1.4128 0.3021
N 1.0247 -0.4311 3.2043
N 3.0264 -1.9580 -1.6811
N -0.2999 5.9137 2.8324
N -0.7589 0.7414 2.7307
C -1.6305 3.7796 -3.3120
C 0.5861 0.0388 4.5025
C -2.2231 -2.7761 -0.4848
C -1.7149 -2.8958 -5.1405
C -1.2450 7.0207 2.7132
C -0.8489 -4.5564 -3.4781
C -1.2531 1.0505 -4.9266
C -2.1422 -3.3829 0.7759
C 3.4508 -2.1871 -0.3963
C 0.3195 0.1339 2.1974
C 0.2558 -3.6268 0.4923
C 1.1420 2.9327 -4.1678
C 1.0938 6.2344 3.0869
C -1.2632 -3.3169 -3.7744
C -0.7283 0.7573 4.1821
C 0.1391 -3.0528 -0.7832
C -0.8055 -5.6687 -4.4615
C -1.2318 -2.1631 -2.7766
C -0.8966 -3.7902 1.2768
C 3.1035 -3.0259 -2.6695
C -0.6004 4.6741 2.4213
C -1.0892 -2.6375 -1.2910
C 3.0339 -0.6076 -2.2142
H -1.7723 -5.8890 -4.9319
H -1.7375 1.5031 -5.8027
H 1.0351 -2.9281 -1.3904
H -3.0518 -3.5329 1.3708
H 3.9107 -0.4680 -2.8611
H -1.2118 7.6545 3.6096
H -1.0582 4.5247 -2.7113
H -1.5895 0.2092 4.5820
H 3.0495 0.1058 -1.3877
H 1.0385 3.8215 -4.8101
H -0.4628 -6.5761 -3.9617
H 1.2299 -3.9440 0.8837
H 1.9416 -0.8081 3.0060
H 1.5539 5.3919 3.6114
H -2.4988 3.4652 -2.7142
H -1.0128 7.6499 1.8404
H -0.7332 1.7802 4.5873
H -3.1788 -2.4106 -0.8632
H -2.2529 6.6157 2.5804
H 1.7053 2.1713 -4.7207
H -1.9725 0.4416 -4.3699
H -1.4439 1.2758 2.1880
H -0.9301 -2.3144 -5.6597
H -1.6762 4.5203 2.2478
H 1.6988 3.2280 -3.2672
H 2.2179 -3.0024 -3.3240
H 2.1347 -0.4477 -2.8235
H -2.2415 -1.7197 -2.8281
H 3.1532 -3.1944 -0.0283
H -0.8268 -4.2542 2.2697
H -2.5934 -2.2343 -5.0473
H 1.3323 0.7253 4.9097
H -2.0002 -3.7491 -5.7760
H -0.4477 0.3906 -5.2649
H -0.1091 -5.4445 -5.2827
H 1.1386 7.1479 3.6862
H -2.0004 4.3132 -4.2072
H -0.5353 -4.7975 -2.4694
H 3.9958 -2.9102 -3.3078
H 3.1494 -3.9961 -2.1556
H 1.6266 6.3706 2.1347
H 0.4659 -0.7949 5.1896